No. 1
28
Properties=species:S:1:pos:R:3:forces:R:3 method="wB97M-V/def2-TZVPD" orbital_gap_ev=4.01 e_homo_ev=-2.004 max_force_ev_per_a=0.96 charge=-1 e_lumo_ev=2.010 energy_ev=-43013.423
C 2.664 -2.754 0.495 -0.406 -0.254 -0.255
O -4.577 0.186 -0.111 -0.120 -0.945 -0.127
C 2.785 -1.265 0.661 0.081 0.034 0.046
H 3.356 -3.377 1.093 0.120 0.109 0.092
H -2.482 0.742 1.530 0.034 0.070 0.064
C -0.620 1.142 -0.598 -0.051 0.197 -0.077
C 0.323 -0.639 0.763 -0.198 0.237 0.111
C -0.807 0.155 0.317 0.069 -0.174 0.229
H 3.118 -1.010 1.669 -0.016 -0.154 0.113
O -2.951 -0.934 -1.452 0.026 0.058 0.292
N 2.921 0.912 -1.264 0.181 0.038 0.046
H -3.269 -1.840 -1.413 -0.167 -0.003 -0.386
S 0.092 -1.867 2.037 -0.006 -0.310 0.090
H -2.233 -0.989 1.441 0.058 -0.034 0.155
C 1.580 -0.467 0.265 0.119 0.016 -0.178
H -4.850 0.056 0.801 0.000 0.639 0.139
H -1.422 1.782 -0.940 -0.064 0.061 0.040
H 0.147 4.338 -1.468 -0.078 0.117 -0.056
N 1.021 2.326 -1.977 0.221 -0.007 -0.360
H 3.609 -0.981 -0.001 0.086 0.078 0.003
C 1.762 0.574 -0.683 0.084 0.014 -0.193
B -3.287 -0.267 -0.285 0.325 0.291 0.138
H 0.496 -1.130 3.081 -0.042 0.148 -0.006
S 2.587 2.163 -2.213 -0.038 0.046 -0.035
O -0.355 5.121 -1.221 -0.001 -0.081 0.136
C 0.674 1.384 -1.104 -0.138 -0.164 0.246
O 1.915 -3.292 -0.281 0.195 0.056 0.083
C -2.196 -0.067 0.857 -0.273 -0.082 -0.350

No. 2
22
Properties=species:S:1:pos:R:3:forces:R:3 method="wB97M-V/def2-TZVPD" orbital_gap_ev="8.11 / 4.85" e_homo_ev="-8.905 / -7.343" max_force_ev_per_a=3.34 e_above_lowest_kcal_mol=80.6 e_lumo_ev="-0.798 / -2.494" energy_ev=-157455.557
C -1.575 -1.413 0.611 0.913 1.015 -1.609
C -3.781 0.149 1.449 -0.527 0.405 0.239
C -1.583 0.031 0.317 -3.013 -0.595 1.096
H -0.465 1.672 -0.670 -0.806 -0.152 0.488
C -2.836 0.755 0.661 2.292 -2.285 0.825
H -2.814 -3.111 1.223 0.701 0.911 0.227
H 3.870 2.511 -1.193 -0.081 -0.125 -0.615
C -3.706 -1.191 1.718 -0.385 -1.506 -0.151
C 3.571 0.540 -1.911 -0.405 -0.316 0.122
H -2.777 1.778 0.644 -0.150 2.457 -0.637
H -4.628 -1.557 2.210 1.071 -0.528 -0.175
Br 4.766 -2.316 -0.307 -1.255 1.127 -0.016
H 3.998 2.274 -3.112 -0.719 -0.455 1.748
H -4.642 0.648 1.930 0.663 0.220 -0.718
C 3.755 1.856 -2.069 0.816 -0.068 -1.205
H 3.466 -0.149 -2.785 0.115 0.592 0.871
C -2.631 -2.013 1.214 -1.912 -0.269 0.496
H 0.399 0.175 -0.425 0.295 -0.749 -0.018
Br 5.315 0.841 0.797 0.091 0.677 0.675
Si 3.602 -0.184 -0.111 1.416 -1.430 -1.560
C -0.544 0.656 -0.271 1.509 1.046 -0.924
H -0.758 -1.948 0.079 -0.631 0.029 0.841

No. 3
44
Properties=species:S:1:pos:R:3:forces:R:3 method="wB97M-V/def2-TZVPD" orbital_gap_ev=4.89 e_homo_ev=-8.625 max_force_ev_per_a=4.80 e_lumo_ev=-3.732 energy_ev=-162630.042
F 4.922 -3.849 -2.576 0.076 0.324 0.051
F -0.676 3.486 1.663 -0.048 -0.356 -0.635
C -3.356 1.173 -1.139 -0.621 0.034 0.338
C -5.495 0.437 1.194 -1.090 -1.196 -0.070
C -5.781 1.052 -0.208 -0.239 1.181 -0.679
O 7.187 -1.193 -1.147 -0.122 -0.217 0.340
F -6.635 0.014 1.743 0.022 0.305 -0.067
N -0.927 0.911 -0.289 -0.950 0.563 -0.436
H 1.187 2.769 1.713 -0.351 -0.206 -0.387
C 3.723 -2.266 2.016 -0.287 -1.149 0.422
F 3.196 -1.611 3.065 0.115 0.275 -0.318
S 4.616 -1.135 0.888 -0.016 0.363 0.555
O 3.599 -0.196 0.462 -0.253 -0.187 -0.143
S 5.858 -1.660 -1.420 0.621 0.263 -0.914
F 2.712 -2.881 1.380 -0.068 0.221 -0.039
F -6.916 1.797 -0.056 0.442 0.001 0.111
F -1.639 -1.300 -1.748 0.025 1.528 1.348
C 6.097 -3.268 -2.266 -0.077 -1.312 -0.152
C -0.066 1.251 0.908 0.768 0.547 1.540
H -5.039 2.533 -1.616 -0.121 -0.508 0.373
O -1.877 -1.324 0.734 -1.799 1.553 -0.881
H -2.155 2.695 -0.211 0.635 -0.627 0.021
F 6.785 -3.133 -3.405 -0.108 0.384 0.241
N 5.045 -2.222 -0.175 -0.012 0.935 0.009
O 5.105 -0.867 -2.355 -0.367 -0.207 0.241
O 5.668 -0.577 1.688 0.022 -0.173 -0.106
C -4.669 1.957 -0.752 0.600 0.293 0.212
H -3.621 0.101 -1.085 0.480 0.402 0.008
F 6.765 -4.143 -1.498 -0.037 0.350 -0.001
C -2.262 1.598 -0.124 -2.026 0.258 -0.346
F -6.088 0.107 -1.131 0.310 -0.288 0.589
H -0.673 1.005 1.804 0.139 -0.019 -0.587
F -4.940 1.320 2.029 0.248 -0.049 -0.334
H -4.465 2.710 0.037 -0.068 -0.353 -0.411
S -1.068 -0.870 -0.336 1.136 -4.311 1.770
H 0.858 0.651 0.993 -0.401 0.035 -0.807
Br -0.185 1.424 -1.964 0.518 0.114 -0.109
C 0.315 2.734 1.030 0.738 -0.013 0.557
O 0.232 -1.381 -0.243 1.234 0.897 -1.400
F 4.507 -3.230 2.515 0.073 0.355 -0.182
H -3.081 1.392 -2.182 -0.027 -0.017 0.459
F -4.723 -0.653 1.084 0.530 0.484 -0.069
H 0.636 3.218 0.094 -0.404 -0.198 0.235
H -2.678 1.423 0.887 0.759 -0.277 -0.348

No. 4
24
Properties=species:S:1:pos:R:3:forces:R:3 method="wB97M-V/def2-TZVPD" orbital_gap_ev=8.71 e_homo_ev=-8.279 max_force_ev_per_a=5.81 smiles="NC(=O)N(Br)N1CCc2ccccc21" e_above_lowest_kcal_mol=8.2 e_lumo_ev=0.433 energy_ev=-86053.315
H 0.307 1.928 2.205 0.008 -0.693 -0.699
H 0.050 -0.379 -2.247 0.410 0.394 -0.254
H -1.625 -2.498 1.909 -0.645 -0.947 -0.241
H -0.705 1.674 -1.439 1.276 2.060 -0.915
N -0.076 2.445 -1.857 -0.101 -3.585 4.574
H -1.945 -3.605 -0.555 0.673 0.174 0.641
C 0.035 -0.377 -0.063 -1.856 -0.461 0.141
H -0.863 -2.555 -2.484 -0.605 0.302 1.567
C -0.601 -0.995 1.036 1.841 0.283 0.485
H -0.404 2.785 -2.686 -0.227 1.047 -2.636
C -0.890 -2.116 -1.441 2.029 2.222 -2.866
O 2.178 2.641 -2.268 0.624 0.339 -0.188
C 1.286 2.235 -1.582 -2.392 0.119 -0.576
N 0.574 0.822 0.393 1.480 1.781 -2.456
C -0.265 -0.845 -1.339 0.807 -0.496 0.500
C 0.676 0.940 1.822 -0.984 0.481 2.147
H 0.020 -0.784 3.216 0.330 0.224 -1.417
H -1.338 0.113 2.678 1.754 0.315 -0.774
H 1.708 0.929 2.273 -0.709 -0.744 -0.909
C -1.325 -2.711 -0.343 -3.222 -3.223 1.498
C -1.293 -2.154 0.947 0.895 0.616 -0.719
C -0.293 -0.224 2.286 -1.591 0.711 1.925
Br 3.284 1.218 -0.052 0.770 -0.385 0.134
N 1.504 1.516 -0.406 -0.561 -0.536 1.039

No. 5
23
Properties=species:S:1:pos:R:3:forces:R:3 method="wB97M-V/def2-TZVPD" orbital_gap_ev="4.20 / 4.53" e_homo_ev="0.658 / 0.323" max_force_ev_per_a=4.93 charge=-2 e_above_lowest_kcal_mol=94.1 e_lumo_ev="4.857 / 4.856" energy_ev=-27868.391
H 1.377 2.246 -1.597 -0.642 -0.165 -0.165
N -0.294 0.622 3.168 -0.073 -1.159 3.003
H -2.331 2.203 0.449 0.218 -0.313 -0.391
H -2.155 -2.312 -0.718 0.206 0.075 0.087
C -0.423 -1.275 -1.691 0.574 -0.605 0.661
C -0.297 0.133 4.262 0.056 2.055 -4.486
C -1.092 -2.070 -0.718 0.617 0.018 0.069
H -0.090 2.766 -2.643 -0.136 0.038 0.021
C 0.288 2.344 -1.706 0.779 0.116 -0.440
N 2.187 0.934 0.112 1.175 0.321 0.525
C -1.859 1.827 -0.469 -1.319 0.075 -0.263
H -0.877 -0.776 -2.542 0.014 -0.010 0.107
Cd 0.408 1.225 1.241 0.151 -0.516 -1.181
H -0.321 -3.127 1.113 0.005 0.145 -0.068
C -0.127 -2.493 0.251 -0.105 0.390 -0.655
C 1.138 -1.958 -0.132 -0.682 0.053 -0.395
H 3.071 0.861 0.650 -0.204 -0.143 0.042
C -0.531 1.981 -0.716 0.391 0.931 1.429
H -2.510 1.348 -1.203 -0.140 -0.100 0.087
H 1.715 -0.684 -1.890 -0.047 0.033 0.208
H 2.078 -2.099 0.393 -0.058 0.031 -0.025
S -0.309 -0.485 5.718 -0.057 -0.781 1.862
C 0.953 -1.212 -1.331 -0.725 -0.491 -0.032

No. 6
51
Properties=species:S:1:pos:R:3:forces:R:3 method="wB97M-V/def2-TZVPD" orbital_gap_ev=4.75 e_homo_ev=-3.556 max_force_ev_per_a=0.78 charge=-1 e_lumo_ev=1.195 energy_ev=-378121.406
Cl 4.782 5.976 10.192 -0.001 0.000 0.001
Cl 3.845 -1.467 2.116 -0.106 -0.054 -0.035
Cl -8.085 -2.208 -0.043 -0.048 -0.005 0.025
Cl 6.498 -3.694 1.866 0.077 -0.069 0.023
In -2.347 -1.014 -2.609 0.259 -0.350 -0.080
C -2.282 -2.607 2.885 -0.005 0.001 -0.064
C -3.433 2.190 -3.531 0.757 -0.038 0.193
H -3.269 3.059 -4.162 -0.054 0.080 -0.293
H 0.331 -1.122 -3.644 0.128 0.031 -0.205
C 3.089 3.130 3.455 0.022 -0.048 -0.027
Cl -3.002 3.170 -10.261 -0.006 0.026 -0.057
H -3.213 -2.553 -2.870 0.078 0.170 0.114
N -2.899 -0.110 -0.747 -0.317 -0.219 -0.484
Cl -3.549 -3.191 1.811 0.076 -0.013 0.092
C 6.948 -3.910 3.556 -0.021 0.014 -0.065
Cl -2.918 0.437 -9.337 -0.001 -0.012 -0.025
Cl -3.206 2.577 -7.438 -0.080 0.052 -0.145
H -1.158 0.122 -5.269 0.010 0.464 0.044
H -2.272 0.637 -0.481 0.082 -0.025 0.237
C 3.255 -0.975 0.516 -0.089 -0.083 -0.100
Cl 3.674 1.473 3.292 0.007 0.195 0.089
H -2.969 -0.771 0.017 0.255 0.108 0.200
C -2.462 2.100 -8.950 -0.005 -0.014 0.203
Cl -2.887 -1.221 3.806 -0.001 -0.020 0.041
C -0.151 -1.452 -2.728 -0.355 0.342 0.312
Cl 3.463 3.740 5.075 -0.018 -0.053 -0.166
H 0.016 -2.516 -2.600 -0.020 -0.300 -0.107
Cl -0.702 2.203 -8.809 0.021 0.007 -0.023
Cl 3.874 4.152 2.244 0.003 0.006 0.008
H -4.463 2.202 -3.197 -0.311 -0.143 -0.026
Cl 8.486 -3.096 3.868 0.013 0.006 0.009
Cl 7.116 -5.634 3.910 0.003 -0.011 0.010
C 4.881 4.978 8.736 0.006 -0.011 -0.017
H 0.345 -0.958 -1.892 0.074 0.143 0.010
Cl 1.800 0.004 0.670 0.002 -0.004 0.038
Cl -7.252 -3.034 -2.680 -0.023 -0.017 -0.004
O -1.681 0.938 -5.322 0.163 -0.338 0.344
Cl 2.883 -2.419 -0.425 0.037 0.006 0.009
Cl 5.542 3.395 9.151 0.000 0.002 0.002
Cl 4.516 -0.043 -0.301 0.016 0.023 0.025
Cl 5.698 -3.219 4.597 -0.004 0.001 0.011
Cl -6.653 -4.691 -0.392 -0.024 -0.055 0.029
Cl 5.929 5.763 7.553 0.001 0.001 -0.001
H -2.815 2.318 -2.646 0.147 0.042 0.166
Cl 1.342 3.161 3.206 0.005 0.000 0.001
Cl -0.888 -2.108 1.934 0.063 -0.010 -0.007
Cl -1.808 -3.898 4.008 0.000 0.022 0.017
Cl -5.286 -2.176 -0.762 -0.401 0.099 -0.077
P -3.123 0.603 -4.444 -0.622 -0.093 -0.422
C -6.808 -3.019 -0.970 0.215 0.077 -0.006
Cl 3.268 4.778 8.047 -0.011 0.068 0.186